1.
Molecular formula: C24H39As3GaINO
Method: DFT, ωB97M-V/def2-TZVPD

Calculated values
Lowest unoccupied orbital energy in eV: -9.28
Net charge: +3
HOMO level in eV: -15.688
Molecular weight in g/mol: 778.975

```
70
Properties=species:S:1:pos:R:3:forces:R:3
Ga 0.4999 -0.6544 -0.5536 -0.22 -0.13 0.51
C -0.5231 2.5107 -2.5479 0.14 0.02 0.04
As -0.9671 1.1466 -1.2635 -0.21 -0.04 -0.33
C -2.6069 0.4278 -1.9840 0.01 -0.03 -0.03
C -1.5275 1.8555 0.4703 0.05 0.02 0.03
C -0.5165 2.4985 1.4466 0.10 -0.02 -0.02
C -1.3625 3.3173 2.4358 -0.02 -0.03 0.03
C 0.2379 1.4500 2.3001 -0.08 0.11 -0.24
As 1.5568 0.3197 1.4206 0.19 -0.01 0.25
C 3.2129 1.2809 1.1914 0.05 -0.06 -0.12
C 2.0201 -1.0410 2.7079 -0.07 -0.04 0.03
C 0.4501 3.4195 0.6894 -0.07 -0.01 0.04
As 1.7320 4.4668 1.8167 0.03 0.00 0.06
C 0.6809 6.0879 2.0864 -0.01 0.02 -0.02
C 2.7863 5.1255 0.3075 -0.02 0.01 -0.03
H -1.3572 3.2123 -2.5515 0.03 0.04 -0.01
H -0.4444 2.0376 -3.5253 -0.01 0.01 -0.01
H 0.4005 3.0273 -2.3061 -0.01 0.00 0.03
H -3.3094 1.2560 -2.0787 -0.02 -0.01 0.01
H -3.0262 -0.3351 -1.3332 0.01 0.00 0.03
H -2.4201 0.0088 -2.9712 0.00 0.01 -0.01
H -2.0643 1.0269 0.9407 -0.04 0.01 -0.01
H -2.2762 2.5980 0.1783 0.01 0.03 0.06
H -2.1491 2.7084 2.8861 0.01 0.00 0.00
H -1.8317 4.1631 1.9316 0.00 -0.01 0.00
H -0.7422 3.7051 3.2440 0.00 0.02 -0.01
H -0.4567 0.7671 2.7952 -0.03 0.01 -0.02
H 0.8075 1.9643 3.0773 0.00 0.00 0.02
H 3.4184 1.8055 2.1237 0.00 0.01 0.00
H 3.1590 1.9979 0.3771 -0.01 0.01 0.01
H 4.0017 0.5569 0.9916 0.00 0.00 0.01
H 2.3844 -0.5438 3.6065 -0.01 0.00 0.01
H 2.8108 -1.6716 2.3049 0.00 0.01 -0.01
H 1.1536 -1.6505 2.9568 -0.01 0.02 0.00
H -0.1216 4.1264 0.0797 0.01 -0.01 -0.02
H 1.0745 2.8302 0.0015 0.00 0.02 -0.03
H -0.0502 5.9629 2.8810 0.01 0.00 0.01
H 0.1835 6.3998 1.1680 0.00 -0.01 0.00
H 1.3764 6.8706 2.3882 -0.01 0.00 0.01
H 3.3876 4.3322 -0.1367 0.01 0.00 0.01
H 3.4653 5.8917 0.6786 0.02 -0.01 0.00
H 2.1471 5.5710 -0.4552 0.00 -0.01 0.00
I 1.6276 -6.3867 -0.6324 0.00 -0.05 0.02
C 2.0660 -4.4814 -1.3011 0.00 0.04 -0.01
C 3.0698 -4.2338 -2.2351 0.00 0.02 -0.01
C 3.3079 -2.9305 -2.6525 0.00 -0.03 -0.01
C 2.5365 -1.9110 -2.1449 -0.06 0.01 0.02
N 1.5589 -2.1497 -1.2411 0.13 0.14 -0.40
C 1.3362 -3.4101 -0.8211 0.05 0.01 0.05
H 3.6618 -5.0487 -2.6324 0.00 0.00 0.00
H 4.0816 -2.7089 -3.3746 0.00 0.00 0.01
H 2.6883 -0.8840 -2.4539 -0.02 0.00 -0.01
H 0.5658 -3.5579 -0.0790 -0.03 0.02 -0.03
C -2.3391 -2.6452 1.8673 -0.04 0.02 -0.03
C -1.8147 -2.4906 0.4805 -0.06 0.08 -0.03
O -0.9969 -1.5323 0.2967 0.22 -0.15 0.12
C -2.2132 -3.3683 -0.5869 0.00 -0.04 0.01
C -3.0741 -4.4474 -0.3152 0.01 -0.01 -0.01
C -3.4212 -5.3320 -1.3182 -0.01 0.01 0.00
C -2.9239 -5.1474 -2.6016 0.00 0.00 -0.02
C -2.0991 -4.0596 -2.9007 -0.03 0.00 0.01
C -1.7480 -3.1799 -1.9037 -0.02 0.02 -0.02
H -1.9010 -1.8972 2.5214 0.00 0.01 0.00
H -2.1092 -3.6418 2.2495 0.00 0.00 0.01
H -3.4269 -2.5468 1.8798 0.00 -0.01 -0.01
H -3.4757 -4.5962 0.6775 0.04 -0.02 0.01
H -4.0824 -6.1603 -1.1048 0.01 -0.01 0.00
H -3.1867 -5.8481 -3.3837 -0.02 0.02 0.00
H -1.7545 -3.9076 -3.9145 0.02 -0.02 0.01
H -1.1277 -2.3267 -2.1519 0.01 0.00 0.02
```
Positions in Å, forces in eV/Å.

---

2.
Molecular formula: C24H39BF2GeN3SScSi3
Method: DFT, ωB97M-V/def2-TZVPD

Calculated values
Lowest unoccupied orbital energy (alpha / beta) in eV: -3.42 / -5.20
<S²>: 0.753
Net charge: +1
ΔE to the lowest compared entry with this formula, charge and spin in kcal/mol: 18.7
Spin multiplicity: 2
HOMO level (alpha / beta) in eV: -10.878 / -10.887
Molecular weight in g/mol: 652.296

```
75
Properties=species:S:1:pos:R:3:forces:R:3
Sc -0.9999 -0.4357 -0.8892 -0.08 0.98 1.29
C 2.4445 2.7515 -0.3377 0.03 -0.73 0.22
Si 2.6849 1.1327 0.6540 -0.11 0.72 0.21
C 1.7822 1.2619 2.3230 0.25 -0.18 -0.63
C 4.5472 0.7401 0.8687 -0.85 -0.06 -0.16
Ge 1.7315 -0.7497 -0.5864 1.50 -0.11 0.30
Si 2.3538 -2.9199 0.3567 -0.28 -0.56 0.16
C 1.3148 -4.1970 -0.6145 0.30 0.52 0.32
C 1.9488 -3.0468 2.2169 0.11 0.29 -0.66
C 4.2291 -3.1426 0.0803 -0.74 0.28 -0.02
Si 2.3213 -0.5825 -2.9594 -0.51 0.03 -0.96
C 1.4800 0.9847 -3.6566 0.24 -0.59 0.41
C 4.2180 -0.4756 -3.1331 -0.70 -0.09 0.44
C 1.5886 -2.0956 -3.8761 0.26 0.50 0.50
H 2.6004 3.6220 0.2928 0.08 0.10 0.22
H 1.4353 2.8145 -0.7426 -0.03 -0.06 0.02
H 3.1455 2.8205 -1.1648 0.15 -0.04 -0.15
H 2.1610 2.0802 2.9255 0.16 0.22 0.05
H 1.8944 0.3497 2.8984 0.03 -0.25 0.14
H 0.7182 1.4244 2.1686 -0.16 0.05 -0.08
H 5.0715 1.5834 1.3041 0.01 0.28 0.09
H 5.0063 0.5207 -0.0900 0.11 -0.04 -0.19
H 4.7020 -0.1140 1.5201 -0.01 -0.17 0.12
H 0.2831 -3.8583 -0.7172 -0.01 0.06 0.04
H 1.2986 -5.1629 -0.1249 0.08 -0.26 0.21
H 1.7064 -4.3490 -1.6143 0.10 0.03 -0.23
H 0.9317 -2.7246 2.4179 -0.08 -0.02 0.00
H 2.6095 -2.4235 2.8114 0.18 0.13 0.08
H 2.0531 -4.0671 2.5736 0.09 -0.24 -0.06
H 4.4761 -3.1342 -0.9755 0.03 -0.01 -0.24
H 4.5772 -4.0819 0.4952 -0.04 -0.26 0.13
H 4.7876 -2.3445 0.5577 0.09 0.16 0.11
H 1.9474 1.8857 -3.2746 0.04 0.18 0.17
H 0.4221 1.0205 -3.3847 -0.02 0.06 0.00
H 1.5426 1.0212 -4.7387 0.06 -0.12 -0.26
H 4.5964 0.4184 -2.6478 0.05 0.19 0.10
H 4.5189 -0.4390 -4.1748 -0.12 0.00 -0.28
H 4.7049 -1.3319 -2.6779 0.08 -0.17 0.08
H 0.5356 -2.2374 -3.6220 0.01 0.01 0.04
H 2.1154 -3.0114 -3.6253 0.07 -0.16 0.10
H 1.6548 -1.9723 -4.9526 0.06 0.14 -0.21
F -2.7834 -3.4304 -0.9361 0.76 -0.34 -0.55
B -2.0671 -2.3784 -1.3265 -1.74 -0.74 0.35
F -3.0236 -1.2696 -1.1198 0.64 0.40 -0.15
C -4.6205 -4.8880 1.9819 -0.01 -0.15 -0.04
C -4.3919 -3.4238 1.9692 -0.21 0.22 0.06
C -5.3721 -2.4627 2.0214 0.27 0.19 -0.01
C -4.9920 -1.1041 1.9862 -0.35 -0.78 -0.05
N -3.7283 -0.7500 1.8438 0.41 0.21 0.03
C -2.7867 -1.6750 1.7982 -0.83 -0.46 0.08
S -1.1563 -1.2719 1.6734 1.30 0.40 -0.89
N -3.1101 -3.0052 1.8933 -0.13 0.60 0.00
C -5.9876 -0.0142 2.1106 -0.15 0.06 0.01
H -5.6632 -5.1171 2.1728 -0.04 -0.02 0.04
H -4.0001 -5.3636 2.7412 -0.02 -0.05 0.05
H -4.3445 -5.3063 1.0132 0.01 -0.03 -0.05
H -6.4106 -2.7391 2.0906 -0.06 -0.09 0.03
H -2.3534 -3.6817 1.8493 -0.08 0.16 -0.03
H -6.9937 -0.4051 2.2147 -0.11 0.03 -0.01
H -5.9318 0.6409 1.2431 0.02 0.02 -0.06
H -5.7427 0.5918 2.9816 0.02 0.04 0.05
N -1.4553 9.5311 0.7179 -0.03 0.37 0.07
C -1.3933 8.4202 0.4440 0.06 0.47 0.09
C -1.3180 7.0430 0.1276 0.05 -0.90 -0.13
C -1.6299 6.1008 1.1119 -0.01 0.13 -0.03
C -1.5899 4.7567 0.8143 0.02 -0.01 -0.07
C -1.2282 4.3353 -0.4689 0.05 0.28 0.20
C -0.8963 5.2786 -1.4445 0.01 -0.11 0.01
C -0.9361 6.6258 -1.1492 -0.05 0.09 0.19
C -1.1592 2.9398 -0.7189 -0.02 -0.33 -0.16
C -1.0858 1.7324 -0.8706 -0.09 -0.56 -0.36
H -1.8918 6.4274 2.1081 -0.06 0.07 -0.01
H -1.8324 4.0159 1.5659 0.02 0.05 -0.03
H -0.6029 4.9513 -2.4315 0.01 -0.05 -0.02
H -0.6607 7.3596 -1.8929 -0.06 0.03 -0.03
```
Positions in Å, forces in eV/Å.

---

3.
Molecular formula: C24H39BN12PtSb
Method: DFT, ωB97M-V/def2-TZVPD

Calculated values
Lowest unoccupied orbital energy (alpha / beta) in eV: -7.66 / -7.66
<S²>: 0.754
Net charge: +2
ΔE to the lowest compared entry with this formula, charge and spin in kcal/mol: 95.8
Spin multiplicity: 2
HOMO level (alpha / beta) in eV: -12.346 / -11.908
Molecular weight in g/mol: 823.310

```
78
Properties=species:S:1:pos:R:3:forces:R:3
Pt -1.0250 -0.0606 -0.2572 -0.64 -0.81 -0.03
C -2.5150 -1.7362 2.5260 0.02 0.03 0.06
C -1.0358 -1.6035 2.5952 0.24 0.11 -0.07
C -0.1714 -2.0242 3.6213 0.06 -0.03 0.03
C 1.0831 -1.6720 3.1997 -0.12 -0.03 0.14
N 0.9708 -1.0684 1.9905 0.59 0.03 0.22
N -0.3287 -1.0279 1.6276 -0.31 -0.03 -0.27
B 2.1027 -0.6423 1.0660 -2.31 -0.46 -0.63
N 1.4705 1.9842 0.8373 -0.05 0.16 -0.17
C 1.6947 3.2575 1.2443 -0.11 0.29 0.14
C 0.5872 3.9765 0.8901 0.15 0.04 0.06
C -0.2842 3.0601 0.2753 0.23 -0.38 -0.01
C -1.6301 3.3406 -0.2902 0.00 0.07 -0.01
N 0.2708 1.8413 0.2477 -0.19 0.60 -0.20
N 1.9134 -1.2179 -0.3430 0.74 -0.09 0.18
C 2.7007 -2.0669 -1.0543 -0.08 -0.02 -0.11
C 2.1262 -2.2579 -2.2857 0.11 -0.08 0.04
C 0.9532 -1.4883 -2.2702 0.10 0.25 0.26
C -0.0811 -1.3040 -3.3256 0.05 -0.06 0.00
N 0.8506 -0.8646 -1.0976 -0.13 0.01 -0.19
N 3.4692 -0.9957 1.6910 1.10 -0.07 0.08
C 4.0804 0.1562 2.3541 0.46 -0.07 -0.17
C 5.4949 -0.2362 2.4242 -0.44 -0.25 -0.11
C 5.5765 -1.4748 1.8736 1.09 0.45 0.65
C 6.7704 -2.3532 1.7384 -0.13 -0.11 -0.11
N 4.3425 -1.8586 1.3902 -1.13 0.01 -0.02
H -2.8622 -2.4311 3.2876 -0.02 0.00 -0.01
H -2.8155 -2.1029 1.5459 -0.02 0.00 0.00
H -2.9908 -0.7698 2.6992 -0.05 -0.01 -0.05
H -0.4447 -2.5321 4.5299 0.03 0.02 0.01
H 2.0387 -1.8189 3.6776 -0.01 -0.04 -0.02
H 2.5895 3.5591 1.7610 -0.06 -0.02 0.02
H 0.4195 5.0269 1.0548 -0.01 -0.01 0.04
H -1.5425 3.9600 -1.1846 0.00 -0.01 0.00
H -2.2384 3.8860 0.4314 0.00 -0.02 0.00
H -2.1306 2.4103 -0.5476 -0.03 -0.02 -0.01
H 3.5864 -2.4943 -0.6260 0.05 -0.06 -0.09
H 2.4903 -2.8833 -3.0826 0.00 0.00 0.01
H 0.3544 -1.4169 -4.3169 0.00 0.01 0.00
H -0.5238 -0.3132 -3.2326 -0.05 -0.02 -0.07
H -0.8721 -2.0488 -3.2196 -0.02 0.01 0.00
H 3.6277 0.3378 3.3370 -0.03 0.07 -0.03
H 6.2784 0.3445 2.8854 0.02 -0.04 -0.03
H 7.5298 -2.0670 2.4617 0.00 0.01 0.00
H 7.1991 -2.2659 0.7394 -0.02 -0.04 -0.01
H 6.4987 -3.3941 1.9046 0.01 -0.01 -0.02
C -4.8881 1.1329 0.9112 -0.04 -0.10 0.00
C -5.0346 -0.2237 0.2329 0.21 -0.04 -0.27
Sb -3.4142 -0.6004 -1.1439 0.08 0.61 -0.05
C -4.0187 -2.4393 -2.1061 0.11 0.13 0.24
C -5.4348 -2.8853 -1.7547 0.06 -0.08 -0.08
C -3.9046 0.7612 -2.7632 -0.22 -0.37 0.35
C -5.3641 0.6657 -3.1953 0.10 0.16 -0.14
H -5.6843 1.2719 1.6438 0.01 0.07 0.00
H -4.9585 1.9461 0.1863 0.04 0.03 0.02
H -3.9323 1.2187 1.4337 0.01 0.04 -0.03
H -5.9609 -0.2799 -0.3382 -0.01 -0.05 0.04
H -5.0423 -1.0351 0.9608 -0.01 -0.02 -0.02
H -3.2980 -3.2115 -1.8385 0.04 0.02 -0.06
H -3.9322 -2.2457 -3.1767 0.09 0.01 0.01
H -5.5172 -3.1783 -0.7081 -0.04 0.05 0.01
H -5.6953 -3.7552 -2.3599 -0.05 -0.01 0.05
H -6.1762 -2.1136 -1.9594 0.00 0.00 0.03
H -3.2399 0.4942 -3.5869 0.07 0.05 0.04
H -3.6594 1.7735 -2.4410 0.09 -0.02 0.01
H -5.6161 -0.3335 -3.5519 -0.03 -0.01 0.03
H -5.5501 1.3610 -4.0163 -0.08 -0.05 0.00
H -6.0459 0.9309 -2.3867 -0.01 -0.04 0.00
N 3.5728 2.3532 -1.2687 0.39 -0.04 0.15
C 4.3155 2.7818 -0.2423 -0.56 0.30 -0.75
N 5.0245 3.8957 -0.3633 -0.07 -0.14 0.11
N 4.4121 2.1193 0.9141 0.95 -0.03 1.11
C 3.6250 1.2084 1.3592 -0.86 0.20 -1.24
N 2.3428 0.9267 0.9995 0.87 -0.14 0.91
H 3.7089 2.7510 -2.1849 -0.09 -0.03 -0.03
H 3.1418 1.4407 -1.2231 -0.13 0.09 -0.02
H 5.0243 4.4475 -1.2056 0.01 0.01 0.01
H 5.6218 4.1721 0.3990 -0.02 0.03 0.02
```
Positions in Å, forces in eV/Å.